1.
This record from the OMol25 dataset describes a cluster of 5 separate species, C21H44NO9S4 in total. The level of theory is ωB97M-V with the def2-TZVPD basis set.

Geometry as ORCA input:
```
! wB97M-V def2-TZVPD RIJCOSX def2/J DEFGRID3
* xyz 1 1
S 0.0263 -2.7835 -3.7750
S 2.4792 6.0535 0.5649
S 0.6836 0.3144 -0.3787
S 3.1060 -1.6900 5.4671
O 1.5511 5.1387 1.1871
O -0.4611 -3.0834 -2.4471
O -0.3663 0.0154 -1.3371
O -8.0483 -2.0540 -1.1555
O 4.5110 -1.4267 5.3127
O 2.2491 -1.8266 4.3068
O 1.8362 1.0949 -0.7562
O 2.5559 7.4301 0.9751
O -0.2969 -3.6372 -4.8901
N -4.2491 -0.6264 -2.5118
C -8.0518 -1.2663 -2.3342
C 4.1899 4.5075 -0.6854
C 2.3824 -0.4824 6.5711
C 1.2449 -1.1971 0.3865
C 2.0139 -1.2907 -4.6031
C 2.2450 -2.5675 7.8341
C 1.4603 -1.2995 7.4709
C 2.2642 5.9627 -1.2183
C 3.5713 5.3886 -1.7781
C 1.7912 -2.5177 -3.7240
C -0.0516 1.0315 1.0939
C 4.1126 5.3235 0.6025
C -3.7991 -1.8011 -3.2927
C 0.1209 -0.0179 2.2018
C -6.6833 -1.2879 -3.0337
C -0.4152 -1.0933 -4.2112
C -5.7047 -0.6298 -2.0851
C -3.7530 -3.0036 -2.7163
C 2.8623 -3.1116 6.5389
C 1.3688 -0.8449 1.8686
C 0.8924 -0.3040 -4.2449
H -3.4107 -3.1564 -1.6972
H -1.0988 -0.7028 -3.4610
H 5.2165 4.2323 -0.9217
H -7.7581 -2.9457 -1.3619
H -6.8019 -0.7305 -3.9618
H -3.4725 -1.6128 -4.3052
H 2.0592 -2.3160 -2.6872
H 2.1911 -3.7992 6.0280
H 1.9403 -1.5694 -5.6564
H 1.0619 0.1219 -3.2566
H -5.7956 -1.0243 -1.0786
H 0.4792 -1.9552 0.2175
H 2.0551 6.9604 -1.5952
H -4.0175 -3.8796 -3.2933
H 4.8354 6.1386 0.6015
H 2.2655 -0.2472 2.0372
H 1.1676 -0.7366 8.3553
H -0.8986 -1.1263 -5.1880
H -8.3006 -0.2593 -2.0082
H 3.3910 4.8284 -2.6942
H 3.8238 -3.5897 6.7055
H -8.8111 -1.6351 -3.0228
H 4.2568 6.2025 -2.0215
H 0.5520 -1.5690 6.9272
H 1.4185 5.3064 -1.4140
H 0.4888 1.9508 1.3167
H 3.6098 3.5875 -0.5789
H 3.1957 -0.0314 7.1381
H 2.3022 -3.4101 -4.0777
H 2.1843 -1.5057 -0.0673
H 2.9999 -0.8612 -4.4371
H -6.4605 -2.3300 -3.2434
H -5.9881 0.4203 -2.0214
H 1.4396 -1.7309 2.4882
H -3.6858 -0.6119 -1.6534
H 1.8666 0.2774 5.9883
H 3.0365 -2.3158 8.5419
H 0.2035 0.4583 3.1771
H -4.0041 0.2336 -2.9998
H 1.6094 -3.3139 8.3069
H 4.2219 4.7273 1.5051
H 0.8424 0.5190 -4.9566
H -0.7528 -0.6735 2.2297
H -1.0958 1.2570 0.8926
*
```

Computed properties:
lowest unoccupied orbital energy	-3.23	eV
frontier orbital gap	8.55	eV
E_HOMO	-0.433	hartree

These are the Löwdin partial charges, in e, on atoms 1 to 5: 0.66 0.66 0.67 0.69 -0.34


2.
This record from the OMol25 dataset describes a structure of composition C21H45BBr4F4KN3O9. The level of theory is ωB97M-V with the def2-TZVPD basis set.

Geometry as ORCA input:
```
! wB97M-V def2-TZVPD RIJCOSX def2/J DEFGRID3
* xyz 0 1
Br -7.8245 -21.9970 -18.1267
Br -16.5655 -18.1231 -18.0491
Br -8.4380 -20.0808 -15.3072
Br -14.3706 -18.7659 -22.0472
K -12.4729 -24.4918 -20.2301
F -13.7236 -21.1081 -17.8728
F -12.0687 -20.4090 -19.2916
F -12.1620 -22.5844 -18.7162
F -13.7808 -21.7732 -20.0670
O -17.6154 -21.3987 -20.1992
O -7.0281 -23.0412 -23.6263
O -15.9539 -25.4489 -17.3503
O -13.1231 -21.6445 -24.8891
O -8.5050 -17.8830 -18.8354
O -14.7257 -24.9289 -15.7018
O -13.7310 -25.7335 -17.5588
O -6.6280 -21.5355 -25.3080
O -7.8912 -20.9725 -23.6925
N -15.0057 -22.0623 -23.7454
N -10.6112 -17.3661 -18.0919
N -17.6428 -21.9538 -17.9929
C -9.7883 -20.2320 -22.3956
C -8.7465 -20.2649 -18.1596
C -8.5941 -21.1502 -22.4756
C -5.7224 -22.3750 -25.9726
C -13.0750 -23.2323 -15.2018
C -15.7644 -22.2498 -22.5041
C -15.8208 -22.1626 -24.9524
C -16.1977 -25.8280 -18.7064
C -13.5103 -24.6635 -15.0047
C -9.6051 -20.0296 -16.9285
C -16.8921 -22.3041 -16.8088
C -19.0937 -22.1066 -17.9865
C -17.0473 -21.5809 -19.1295
C -14.9292 -18.9379 -20.1891
C -14.6929 -25.4331 -16.9061
C -7.1576 -21.9720 -24.1583
C -11.3935 -18.0320 -19.1227
C -13.7070 -21.7484 -23.8293
C -11.3693 -16.3071 -17.4153
C -9.2694 -17.3058 -18.0872
C -15.6621 -17.6802 -19.7357
B -12.9220 -21.4603 -18.9672
H -10.2704 -20.3548 -21.4188
H -5.3283 -21.8560 -26.8452
H -4.8121 -22.5960 -25.4036
H -16.3276 -17.3069 -20.5122
H -17.1955 -23.2803 -16.4404
H -15.8065 -22.2526 -16.8846
H -16.2019 -21.3472 -22.0904
H -12.7160 -25.3339 -15.3443
H -15.4588 -21.4738 -25.7189
H -13.7908 -22.4826 -14.8744
H -15.6480 -19.7530 -20.1851
H -9.3602 -20.2221 -19.0613
H -19.3901 -22.1836 -16.9412
H -17.2784 -25.9156 -18.7334
H -13.5643 -24.9125 -13.9449
H -11.6737 -16.6337 -16.4152
H -11.4849 -17.4463 -20.0428
H -14.0657 -19.1943 -19.5874
H -10.4583 -20.6869 -16.7779
H -15.6772 -23.1223 -25.4620
H -15.8560 -25.0283 -19.3652
H -10.8979 -15.3303 -17.3166
H -16.8729 -22.0120 -24.7430
H -12.3392 -16.1125 -17.8722
H -8.8645 -16.6545 -17.2957
H -15.0532 -22.7247 -21.8230
H -15.9644 -21.4581 -18.9506
H -19.5049 -21.1774 -18.3831
H -10.0654 -19.0431 -16.9502
H -13.2782 -21.5706 -22.8327
H -19.4698 -22.9351 -18.5837
H -8.0014 -20.9696 -21.5661
H -6.1349 -23.3390 -26.2719
H -9.5179 -19.1788 -22.3880
H -8.1049 -19.3970 -18.3092
H -12.8892 -23.0311 -16.2586
H -15.0052 -16.8219 -19.5886
H -10.5161 -20.5748 -23.1319
H -12.4079 -18.1674 -18.7585
H -8.7600 -22.2131 -22.2760
H -15.7160 -26.7599 -18.9965
H -16.5329 -22.9941 -22.7011
H -12.0664 -23.0872 -14.8077
H -10.9357 -18.9963 -19.3308
H -17.0764 -21.5208 -16.0595
*
```

Computed properties:
lowest unoccupied orbital energy	-0.92	eV
frontier orbital gap	8.12	eV
relative energy (zero: lowest compared OMol25 entry of this formula, charge and spin)	0.4985	eV
E_HOMO	-0.332	hartree

These are the Löwdin partial charges, in e, on atoms 1 to 5: 0.58 0.64 0.56 0.72 0.93


3.
This record from the OMol25 dataset describes a structure of composition C21H45CuFN2O5. The level of theory is ωB97M-V with the def2-TZVPD basis set.

Geometry as ORCA input:
```
! wB97M-V def2-TZVPD RIJCOSX def2/J DEFGRID3
* xyz 2 2
Cu -12.9677 0.0236 -1.1083
F 4.2304 1.2796 -1.4874
O 2.1069 1.2941 1.4526
O -5.5032 0.2455 -0.7222
O 2.3090 -1.6507 -1.9699
O -2.0319 1.1255 -1.3409
O -8.5546 0.1065 0.0053
N 0.2254 0.3615 -1.5690
N 3.4169 -0.8911 -0.0327
C 4.4327 -1.8908 -0.3328
C 4.9828 2.0889 3.6596
C 3.9084 -2.0291 2.7681
C -4.1380 -0.1483 -0.9022
C -3.1601 1.0161 -0.4866
C 3.2861 0.5166 -2.1515
C 3.8088 -0.1238 -3.4738
C 3.2352 2.1360 1.7155
C 3.4594 2.2020 3.2716
C 1.5616 1.4936 0.1544
C 4.5010 1.0096 -4.3478
C 5.5788 -1.9936 0.7274
C 5.2166 -1.4446 2.1460
C -6.1964 -0.5999 0.1828
C -10.9142 0.2971 -0.2226
C -1.1293 0.0275 -1.1223
C 1.3510 -2.5476 -1.3825
C 1.2453 0.0999 -0.5352
C -9.7188 0.0526 0.7952
C 2.5579 -0.5211 -1.1775
C -7.3748 0.2312 0.8210
H 3.9379 -3.1313 2.9186
H 1.4007 -2.6099 -0.2753
H -2.8880 0.8879 0.5911
H 3.7682 1.7278 -4.7640
H -3.9340 -1.1008 -0.3548
H -11.0038 1.3838 -0.4542
H -5.5573 -0.9506 1.0229
H 0.3439 -2.2415 -1.7568
H 6.4434 -1.3972 0.3418
H -3.9898 -0.3536 -1.9931
H 3.0684 3.1482 1.2893
H -3.7432 1.9637 -0.5389
H 0.2599 1.3640 -1.7638
H 5.5719 2.6012 2.8679
H 3.7944 -0.0603 0.4421
H 2.1395 2.1839 -0.4994
H 4.8722 -1.7882 -1.3568
H 5.0063 0.4762 -5.1876
H 4.5822 -0.9038 -3.3235
H 5.1870 2.5283 4.6611
H -1.5121 -0.8043 -1.7697
H 2.9297 1.3772 3.8013
H 0.5545 1.9686 0.2947
H 2.9739 -0.5024 -4.1036
H -9.8522 -0.8981 1.3544
H 6.0516 -1.7272 2.8320
H 0.8589 -0.5302 0.2999
H -9.7430 0.9290 1.4905
H 1.5256 -3.5622 -1.8083
H 3.0858 3.1597 3.7033
H -6.6888 -1.4546 -0.3468
H 3.9056 -2.8820 -0.3475
H 2.9698 -1.7405 2.2419
H 5.3104 1.5001 -3.7683
H 4.1949 1.7329 1.2907
H 5.3297 1.0269 3.6674
H 2.4749 1.2192 -2.4625
H -10.6111 -0.2133 -1.1719
H -7.5716 -0.0593 1.8765
H -1.2171 -0.2501 -0.0459
H 3.8238 -1.5936 3.7953
H 5.2137 -0.3252 2.1407
H -11.8837 -0.1209 0.2306
H 5.9475 -3.0448 0.7790
H -7.0560 1.3010 0.8252
*
```

Computed properties:
lowest unoccupied orbital energy (spin up / spin down)	-7.33 / -8.14	eV
expectation value of S²	0.75
frontier orbital gap (spin up / spin down)	6.26 / 5.45	eV
E_HOMO (spin up / spin down)	-0.499 / -0.499	hartree

These are the Löwdin partial charges, in e, on atoms 1 to 5: 0.77 0.02 -0.15 -0.15 -0.12


4.
This record from the OMol25 dataset describes a cluster of 4 separate species, C21H45IN4O5P in total. The level of theory is ωB97M-V with the def2-TZVPD basis set.

Geometry as ORCA input:
```
! wB97M-V def2-TZVPD RIJCOSX def2/J DEFGRID3
* xyz 0 2
I -3.5110 1.2887 4.3467
P 0.2395 1.5012 -0.0932
O 4.5952 1.4618 3.3486
O -1.4216 -3.8324 -4.6701
O -3.3834 -2.4128 1.1346
O -2.2558 1.6525 -2.7005
O 0.4144 0.2329 -0.8636
N -4.4584 -1.0832 -0.3206
N -0.3900 0.9105 -3.7298
N 3.4426 1.4475 2.8012
N 0.0011 -2.6704 -3.3817
C 1.9160 2.4168 4.5145
C -0.5996 1.4106 2.5274
C 2.9210 0.0833 2.5301
C 1.0804 -2.4683 -2.4354
C 3.4139 3.8503 3.1135
C 2.5586 2.5856 3.1339
C -3.2956 -3.0645 -1.1584
C -1.9027 2.4199 -4.9332
C 2.9900 -0.7452 3.8303
C -0.4865 -3.8331 -3.8865
C -1.5367 1.6294 -3.6958
C 0.5426 0.7922 -4.8294
C -2.4912 -0.2053 3.1929
C 0.1703 -5.1175 -3.4305
C 3.8685 -0.5432 1.5027
C 1.5271 2.7034 2.0101
C 0.7254 1.4296 1.6930
C 1.4885 0.0930 1.9210
C -1.6590 0.3931 2.0736
C -3.7175 -2.1761 -0.0185
C -4.8920 -0.6305 -1.6274
H 1.5242 1.1848 -4.5557
H -2.3482 0.8614 1.3668
H 3.9542 -1.2487 3.9100
H 0.8189 3.4899 2.2903
H 2.0687 3.0634 1.1295
H 0.0912 -5.2383 -2.3494
H -4.5411 -1.3196 -2.3891
H -0.4886 -1.8530 -3.7173
H -0.1477 0.4650 -2.8435
H -1.9130 -0.7845 3.9107
H -1.0341 2.4141 2.5391
H 0.9628 2.5819 -0.6294
H 0.6688 -0.2477 -5.1389
H -0.3251 1.1631 3.5575
H 0.8541 -0.5297 2.5548
H 0.1845 1.3493 -5.6901
H 2.7620 4.7238 3.0357
H -4.1583 -3.4766 -1.6817
H -2.0302 1.7670 -5.7976
H -1.0732 1.9836 -0.1171
H 1.8753 -1.8611 -2.8745
H -4.4835 0.3541 -1.8541
H 2.6667 2.5562 5.2942
H -0.3382 -5.9407 -3.9223
H 4.8950 -0.4965 1.8650
H -2.8374 2.9354 -4.7348
H 4.0067 3.9495 4.0212
H 2.8870 -0.1254 4.7188
H 1.2279 -5.1362 -3.6963
H -1.1314 3.1524 -5.1735
H -4.7123 -0.5255 0.4798
H 1.5049 -3.4242 -2.1436
H 3.7982 -0.0244 0.5437
H -5.9812 -0.5846 -1.6854
H -3.2783 -0.8234 2.7743
H 1.4453 1.4445 4.6516
H -2.6940 -2.5151 -1.8792
H 3.5934 -1.5893 1.3490
H -1.1790 -0.4490 1.5599
H -2.7060 -3.8773 -0.7454
H 0.7201 -1.9524 -1.5466
H 1.1411 3.1768 4.6465
H 4.1004 3.8300 2.2668
H 2.2100 -1.5083 3.8332
H 1.5451 -0.4343 0.9678
*
```

Computed properties:
lowest unoccupied orbital energy (spin up / spin down)	0.46 / 0.40	eV
expectation value of S²	0.75
frontier orbital gap (spin up / spin down)	8.74 / 9.69	eV
E_HOMO (spin up / spin down)	-0.304 / -0.341	hartree

These are the Löwdin partial charges, in e, on atoms 1 to 5: 0.75 0.82 -0.01 0.02 0.02